Record 1
16 unconnected molecules or ions with the total composition C48H96O16, computed with wB97M-V/def2-TZVPD.

```
160
Properties=species:S:1:pos:R:3:lowdin_charge:R:1
C 1.619 -2.115 3.640 -0.012
C 0.763 -3.033 4.474 -0.534
O 0.079 -3.857 3.955 0.088
C 0.808 -2.906 5.960 -0.017
H 1.309 -2.144 2.602 0.070
H 2.673 -2.403 3.735 0.081
H 1.600 -1.091 4.035 0.083
H 1.659 -2.294 6.272 0.081
H 0.896 -3.899 6.390 0.091
H -0.083 -2.404 6.337 0.078
C 2.622 -2.414 -4.063 -0.020
C 2.345 -3.086 -5.371 -0.515
O 1.638 -4.045 -5.442 0.070
C 3.070 -2.578 -6.613 -0.014
H 2.113 -1.448 -4.009 0.059
H 3.699 -2.249 -3.991 0.076
H 2.291 -3.078 -3.267 0.076
H 3.670 -3.421 -6.960 0.086
H 3.746 -1.762 -6.374 0.070
H 2.332 -2.321 -7.365 0.081
C -1.787 3.825 -2.292 0.002
C -2.930 4.649 -2.813 -0.504
O -3.389 5.525 -2.148 0.074
C -3.529 4.316 -4.145 -0.009
H -1.127 4.458 -1.701 0.065
H -1.225 3.283 -3.050 0.073
H -2.210 3.058 -1.634 0.087
H -3.856 5.221 -4.652 0.087
H -4.442 3.727 -3.977 0.089
H -2.894 3.690 -4.766 0.059
C 2.743 5.640 -2.754 -0.011
C 1.775 5.349 -1.651 -0.534
O 0.959 6.136 -1.319 0.094
C 1.847 4.009 -1.005 -0.019
H 2.812 6.709 -2.918 0.084
H 2.408 5.162 -3.677 0.095
H 3.711 5.204 -2.494 0.072
H 1.690 3.142 -1.656 0.092
H 1.099 3.933 -0.214 0.062
H 2.837 3.866 -0.554 0.071
C -0.206 0.721 0.171 -0.017
C -0.149 -0.737 -0.119 -0.504
O -1.133 -1.421 -0.019 0.057
C 1.186 -1.282 -0.518 -0.009
H 0.154 1.309 -0.685 0.090
H 0.410 0.982 1.033 0.081
H -1.221 1.069 0.297 0.058
H 1.525 -0.840 -1.464 0.070
H 1.142 -2.364 -0.615 0.069
H 1.933 -0.959 0.217 0.077
C -6.992 1.748 -0.567 -0.011
C -5.529 1.611 -0.867 -0.497
O -5.068 1.840 -1.959 0.062
C -4.670 1.118 0.246 -0.016
H -7.505 2.039 -1.487 0.085
H -7.153 2.499 0.209 0.090
H -7.407 0.807 -0.209 0.086
H -3.968 0.362 -0.124 0.092
H -5.247 0.639 1.033 0.071
H -4.059 1.937 0.633 0.036
C -1.821 0.946 3.147 -0.001
C -2.767 0.312 4.142 -0.516
O -3.787 0.822 4.458 0.101
C -2.308 -0.985 4.730 -0.015
H -1.327 0.167 2.566 0.072
H -1.068 1.487 3.729 0.074
H -2.311 1.654 2.490 0.061
H -1.217 -0.942 4.785 0.065
H -2.594 -1.867 4.158 0.071
H -2.706 -1.112 5.737 0.094
C 0.801 3.755 5.310 -0.013
C 1.806 3.546 4.207 -0.479
O 2.991 3.462 4.463 0.064
C 1.245 3.427 2.833 -0.010
H -0.084 3.130 5.214 0.069
H 0.529 4.814 5.314 0.095
H 1.282 3.541 6.263 0.084
H 1.993 3.281 2.062 0.061
H 0.640 4.298 2.561 0.092
H 0.546 2.592 2.754 0.060
C 5.116 0.768 3.336 -0.009
C 4.548 1.556 2.209 -0.529
O 3.748 1.057 1.464 0.052
C 4.983 2.979 2.031 -0.026
H 5.446 1.421 4.135 0.083
H 5.893 0.091 2.979 0.090
H 4.307 0.123 3.683 0.078
H 4.267 3.493 1.394 0.064
H 5.910 2.974 1.428 0.093
H 5.195 3.546 2.927 0.076
C 5.051 2.059 -2.053 -0.007
C 4.553 0.640 -2.056 -0.503
O 3.444 0.364 -2.401 0.082
C 5.574 -0.417 -1.760 -0.015
H 5.478 2.271 -1.062 0.079
H 4.247 2.773 -2.196 0.054
H 5.818 2.200 -2.813 0.092
H 5.715 -0.508 -0.675 0.075
H 6.553 -0.137 -2.153 0.086
H 5.254 -1.383 -2.141 0.075
C 4.118 -2.869 1.008 -0.008
C 4.644 -4.230 0.639 -0.498
O 3.899 -5.106 0.314 0.092
C 6.132 -4.422 0.560 -0.019
H 3.035 -2.883 0.952 0.046
H 4.532 -2.100 0.356 0.065
H 4.362 -2.564 2.031 0.080
H 6.516 -3.904 -0.328 0.087
H 6.371 -5.474 0.413 0.083
H 6.686 -4.070 1.432 0.082
C 0.661 -6.036 -1.627 -0.009
C 0.389 -6.170 -0.141 -0.502
O 0.125 -7.226 0.367 0.075
C 0.401 -4.881 0.634 -0.015
H 0.712 -7.007 -2.115 0.083
H 1.603 -5.528 -1.842 0.075
H -0.160 -5.459 -2.064 0.065
H 0.262 -5.019 1.698 0.068
H -0.321 -4.175 0.211 0.070
H 1.388 -4.443 0.432 0.053
C -3.590 4.201 1.283 -0.005
C -2.129 4.473 1.029 -0.504
O -1.328 3.594 0.869 0.040
C -1.751 5.914 0.932 -0.011
H -4.161 4.484 0.393 0.098
H -3.959 4.821 2.107 0.095
H -3.787 3.170 1.567 0.041
H -2.368 6.350 0.140 0.088
H -0.702 6.030 0.676 0.067
H -1.967 6.423 1.874 0.090
C -1.182 -1.139 -3.621 -0.007
C -0.585 0.069 -4.301 -0.488
O 0.602 0.291 -4.246 0.049
C -1.496 0.904 -5.166 -0.020
H -2.133 -0.909 -3.137 0.082
H -0.502 -1.536 -2.873 0.064
H -1.389 -1.866 -4.412 0.103
H -1.671 0.403 -6.121 0.094
H -1.004 1.848 -5.404 0.078
H -2.441 1.062 -4.660 0.076
C -5.266 -4.262 -1.766 -0.017
C -4.080 -3.597 -2.432 -0.512
O -4.236 -2.762 -3.267 0.079
C -2.707 -4.016 -1.976 -0.029
H -5.607 -5.121 -2.349 0.090
H -6.096 -3.552 -1.743 0.086
H -5.043 -4.582 -0.751 0.065
H -2.105 -4.237 -2.860 0.086
H -2.712 -4.826 -1.251 0.077
H -2.190 -3.177 -1.487 0.062
C -3.819 -2.678 1.464 -0.008
C -5.208 -2.304 1.972 -0.475
O -6.015 -1.681 1.307 0.049
C -5.572 -2.782 3.356 -0.014
H -3.618 -3.735 1.638 0.093
H -3.053 -2.049 1.922 0.065
H -3.786 -2.460 0.399 0.063
H -5.752 -3.864 3.278 0.095
H -6.501 -2.322 3.679 0.084
H -4.772 -2.642 4.079 0.065
```

Output
- Energy relative to the best compared isomer or geometry (same formula, charge and spin): 51.3 kJ/mol
- LUMO energy: 0.09 eV
- Max |F|: 0.0546 Eh/bohr
- Frontier orbital gap: 0.3316 Ha
- HOMO energy: -0.3282 Ha



Record 2
12 unconnected molecules or ions with the total composition C48H96O24S12, computed with wB97M-V/def2-TZVPD.

```
180
Properties=species:S:1:pos:R:3:lowdin_charge:R:1
O 2.264 -1.685 -0.425 -0.324
S 1.556 -0.523 0.006 0.687
O 1.320 -0.182 1.414 -0.348
C 2.074 0.891 -1.060 -0.194
C 1.315 0.598 -2.372 -0.250
C -0.096 0.336 -1.982 -0.235
C -0.085 -0.626 -0.779 -0.213
H 3.163 0.931 -1.052 0.107
H 1.529 1.709 -0.589 0.100
H 1.454 1.447 -3.041 0.119
H 1.807 -0.227 -2.889 0.116
H -0.594 0.055 -2.910 0.118
H -0.610 1.250 -1.684 0.116
H -0.422 -1.619 -1.079 0.103
H -0.895 -0.341 -0.107 0.096
O 7.608 -0.560 -2.096 -0.359
S 7.944 -1.726 -2.951 0.752
O 8.608 -2.963 -2.398 -0.373
C 6.453 -2.037 -3.900 -0.282
C 6.357 -1.088 -5.042 -0.226
C 7.746 -0.976 -5.666 -0.180
C 8.843 -1.193 -4.519 -0.177
H 5.695 -1.952 -3.122 0.105
H 6.463 -3.103 -4.128 0.111
H 5.616 -1.616 -5.642 0.116
H 5.900 -0.141 -4.756 0.122
H 7.941 0.001 -6.109 0.104
H 7.948 -1.685 -6.468 0.108
H 9.531 -0.392 -4.252 0.093
H 9.379 -2.085 -4.841 0.085
O 0.701 -1.878 10.865 -0.355
S -0.137 -2.452 9.809 0.721
O -1.151 -3.496 10.101 -0.353
C -0.935 -0.946 9.148 -0.205
C -0.744 -0.971 7.585 -0.234
C 0.626 -1.496 7.373 -0.237
C 0.826 -2.803 8.242 -0.163
H -0.499 0.008 9.444 0.102
H -1.969 -1.080 9.466 0.092
H -1.612 -1.408 7.090 0.115
H -0.666 -0.040 7.024 0.109
H 1.389 -0.734 7.535 0.117
H 0.818 -1.644 6.310 0.112
H 1.791 -2.782 8.748 0.087
H 0.371 -3.704 7.830 0.094
O -8.214 -1.424 -2.009 -0.345
S -6.900 -1.744 -2.552 0.690
O -5.882 -0.678 -2.473 -0.338
C -6.372 -3.346 -1.982 -0.226
C -5.551 -3.824 -3.155 -0.232
C -5.841 -3.108 -4.511 -0.210
C -7.047 -2.182 -4.317 -0.210
H -7.248 -3.986 -1.881 0.109
H -6.029 -3.314 -0.948 0.119
H -4.521 -3.530 -2.955 0.106
H -5.371 -4.882 -3.344 0.114
H -5.892 -3.929 -5.225 0.107
H -4.974 -2.494 -4.757 0.108
H -7.982 -2.743 -4.310 0.100
H -7.214 -1.288 -4.919 0.107
O -1.872 0.353 -10.166 -0.333
S -2.788 0.124 -9.090 0.702
O -2.198 -0.594 -7.926 -0.366
C -3.636 1.753 -8.537 -0.174
C -5.096 1.864 -9.182 -0.186
C -5.372 0.552 -9.972 -0.188
C -4.291 -0.585 -9.809 -0.228
H -2.951 2.581 -8.721 0.087
H -3.725 1.780 -7.451 0.083
H -5.755 2.038 -8.331 0.099
H -5.155 2.724 -9.848 0.102
H -5.124 0.782 -11.009 0.104
H -6.412 0.285 -9.784 0.110
H -4.030 -1.010 -10.778 0.095
H -4.612 -1.465 -9.251 0.092
O -4.645 1.960 4.936 -0.340
S -5.990 1.632 4.422 0.684
O -6.826 0.672 5.087 -0.333
C -6.989 3.114 4.157 -0.211
C -6.622 3.651 2.712 -0.181
C -6.052 2.446 1.879 -0.224
C -5.944 1.192 2.660 -0.226
H -6.895 3.775 5.019 0.099
H -8.041 2.830 4.171 0.097
H -7.294 4.337 2.195 0.105
H -5.782 4.343 2.775 0.095
H -5.115 2.834 1.480 0.109
H -6.634 2.455 0.957 0.112
H -5.028 0.605 2.600 0.107
H -6.777 0.489 2.626 0.106
O 0.220 -9.351 -4.027 -0.332
S -1.007 -8.584 -3.952 0.664
O -2.039 -8.875 -3.052 -0.314
C -0.668 -6.758 -3.672 -0.180
C -0.869 -5.989 -5.041 -0.200
C -1.785 -6.891 -5.867 -0.250
C -1.598 -8.398 -5.681 -0.201
H 0.340 -6.628 -3.279 0.090
H -1.381 -6.293 -2.991 0.092
H -1.421 -5.054 -4.951 0.110
H 0.075 -5.898 -5.578 0.110
H -1.381 -6.556 -6.823 0.106
H -2.846 -6.639 -5.864 0.109
H -0.699 -8.772 -6.171 0.091
H -2.459 -9.010 -5.951 0.106
O 7.603 -5.103 6.491 -0.304
S 6.645 -5.370 5.492 0.676
O 5.901 -6.637 5.557 -0.364
C 5.490 -3.876 5.365 -0.161
C 6.009 -3.204 4.049 -0.227
C 6.397 -4.284 3.079 -0.251
C 7.225 -5.357 3.790 -0.228
H 5.679 -3.264 6.247 0.089
H 4.435 -4.149 5.327 0.094
H 5.294 -2.669 3.424 0.114
H 6.845 -2.529 4.235 0.118
H 6.828 -3.804 2.201 0.122
H 5.508 -4.806 2.725 0.116
H 8.185 -4.863 3.939 0.093
H 7.513 -6.325 3.379 0.112
O -1.942 -5.598 1.635 -0.362
S -2.264 -6.333 2.889 0.718
O -3.628 -6.395 3.382 -0.346
C -1.609 -7.995 2.705 -0.225
C -0.230 -7.853 3.315 -0.240
C -0.242 -7.022 4.635 -0.192
C -1.112 -5.821 4.278 -0.217
H -1.507 -8.179 1.636 0.105
H -2.205 -8.811 3.114 0.112
H 0.246 -8.809 3.533 0.108
H 0.626 -7.668 2.665 0.118
H 0.616 -6.541 5.104 0.115
H -0.774 -7.560 5.420 0.113
H -0.513 -5.009 3.865 0.098
H -1.788 -5.534 5.084 0.096
O 1.207 9.968 3.087 -0.339
S 1.367 9.375 1.766 0.679
O 0.964 10.144 0.643 -0.334
C 3.098 8.573 1.517 -0.175
C 2.827 7.127 1.170 -0.217
C 1.552 6.730 1.901 -0.252
C 0.495 7.785 1.702 -0.234
H 3.442 8.603 2.551 0.091
H 3.790 9.186 0.940 0.101
H 2.595 6.975 0.116 0.120
H 3.581 6.439 1.552 0.123
H 1.628 6.635 2.985 0.112
H 1.186 5.748 1.601 0.118
H -0.391 7.960 2.313 0.109
H 0.209 7.715 0.653 0.099
O 4.568 3.906 5.570 -0.350
S 3.734 3.675 6.749 0.693
O 3.953 2.503 7.579 -0.345
C 3.731 5.196 7.779 -0.202
C 2.417 5.978 7.431 -0.215
C 1.303 5.088 6.874 -0.195
C 1.927 3.775 6.313 -0.188
H 4.658 5.768 7.790 0.105
H 3.528 4.739 8.747 0.090
H 2.081 6.319 8.410 0.101
H 2.668 6.930 6.964 0.108
H 0.688 5.624 6.151 0.106
H 0.592 4.894 7.677 0.109
H 1.993 3.380 5.299 0.095
H 1.456 3.035 6.959 0.084
O 2.111 7.367 -4.856 -0.351
S 0.673 7.484 -4.609 0.744
O -0.069 6.461 -3.813 -0.365
C 0.438 9.160 -3.910 -0.228
C 0.007 9.994 -5.093 -0.248
C -1.034 9.188 -5.853 -0.232
C -0.244 7.942 -6.181 -0.220
H 1.364 9.489 -3.438 0.108
H -0.394 9.189 -3.206 0.106
H -0.443 10.944 -4.804 0.124
H 0.888 10.034 -5.733 0.118
H -1.338 9.584 -6.821 0.117
H -1.944 9.178 -5.252 0.123
H 0.397 8.047 -7.056 0.109
H -0.899 7.109 -6.437 0.096
```

Output
- Structure (SMILES): O=S1(=O)CCCC1.O=S1(=O)CCCC1.O=S1(=O)CCCC1.O=S1(=O)CCCC1.O=S1(=O)CCCC1.O=S1(=O)CCCC1.O=S1(=O)CCCC1.O=S1(=O)CCCC1.O=S1(=O)CCCC1.O=S1(=O)CCCC1.O=S1(=O)CCCC1.O=S1(=O)CCCC1
- Energy relative to the best compared isomer or geometry (same formula, charge and spin): 957.0 kJ/mol
- LUMO energy: -0.23 eV
- Max |F|: 0.0929 Eh/bohr
- Frontier orbital gap: 0.3558 Ha
- HOMO energy: -0.3643 Ha